1.
Below is a single C16H22N2O2S molecule, with properties calculated with ωB97M-V with the def2-TZVPD basis set.

```
43
Properties=species:S:1:pos:R:3:forces:R:3
C -4.970052 -3.584742 0.458053 0.05 -0.01 -0.07
C -4.515141 -2.174934 0.231530 0.00 0.02 0.05
C -5.021498 -1.428261 -0.827949 0.03 -0.01 0.10
C -4.589634 -0.138902 -1.057214 0.09 0.08 0.05
C -3.639034 0.442881 -0.222684 0.20 0.27 0.00
C -3.135870 -0.286428 0.844697 -0.01 0.05 -0.06
C -3.570936 -1.583008 1.058005 -0.07 -0.09 -0.04
H -3.168248 -2.139043 1.893202 0.01 -0.07 0.08
H -2.415488 0.141663 1.524247 0.08 0.07 0.04
S -3.179716 2.113508 -0.592484 0.05 0.19 0.03
C -1.600546 2.343884 0.281919 -0.36 -0.35 -0.19
C -0.497092 1.481520 -0.310274 0.03 0.19 0.33
C 0.749829 1.550041 0.560205 -0.19 -0.14 -0.33
O 0.791441 2.219292 1.576795 -0.14 0.28 0.27
N 1.804261 0.815135 0.140972 0.39 0.00 0.04
C 1.775827 -0.082262 -0.996192 -0.20 -0.26 -0.36
H 1.173664 -0.972850 -0.761961 -0.01 0.05 -0.10
C 3.188020 -0.503928 -1.385112 -0.08 0.00 0.05
H 3.767620 0.381162 -1.655129 -0.03 -0.06 -0.03
H 3.136461 -1.146372 -2.264960 0.00 0.06 -0.03
C 3.921616 -1.225070 -0.248505 0.07 0.19 -0.14
C 5.423088 -0.957308 -0.355954 -0.43 -0.43 0.04
O 5.893816 0.030445 -0.869898 0.16 0.42 -0.17
N 6.193760 -1.911464 0.214201 0.41 -0.30 0.18
H 5.807819 -2.729393 0.649678 -0.03 0.04 -0.05
H 7.192612 -1.786634 0.221414 -0.05 0.03 0.02
C 3.434634 -0.697025 1.115867 0.01 0.16 -0.02
C 2.991183 0.752720 0.975732 0.11 0.04 0.43
H 2.724535 1.185514 1.942399 0.11 -0.05 -0.17
H 3.798266 1.349356 0.538190 -0.01 0.01 0.09
H 4.229753 -0.767743 1.859565 -0.04 -0.05 0.05
H 2.590874 -1.294180 1.467874 0.01 0.00 0.05
H 3.751456 -2.304220 -0.302618 0.03 0.03 -0.01
H 1.312822 0.417918 -1.851042 -0.01 -0.12 0.08
H -0.265969 1.827419 -1.319979 -0.02 -0.11 -0.01
H -0.828105 0.441179 -0.378085 0.05 0.03 -0.11
H -1.368505 3.401634 0.165096 -0.05 -0.02 0.09
H -1.738484 2.145822 1.343611 0.09 0.12 -0.04
H -4.984531 0.435883 -1.881117 -0.05 0.02 -0.14
H -5.761957 -1.865745 -1.482102 -0.09 -0.05 -0.07
H -4.752909 -3.905368 1.474078 -0.02 -0.07 0.05
H -4.457935 -4.259766 -0.228839 -0.01 -0.11 0.00
H -6.039407 -3.677487 0.280192 -0.07 -0.07 0.02
```
Forces are in eV/Å.

Highest occupied orbital energy = -7.91 eV
F_max = 0.6 eV/Å
Relative energy (zero: lowest compared OMol25 entry of this formula, charge and spin) = 22.9 kJ/mol
LUMO energy = 0.52 eV
SMILES = Cc1ccc(SCCC(=O)N2CCC(C(N)=O)CC2)cc1
Kohn-Sham gap = 8.43 eV

=====

2.
Below is a molecular structure, C37H63AsBrFLaN4O4SSi4 at a distorted geometry, with properties calculated with ωB97M-V with the def2-TZVPD basis set.

```
117
Properties=species:S:1:pos:R:3:forces:R:3
La 13.515602 14.941683 12.104539 0.14 0.40 -0.37
Br 4.076151 12.736758 20.810246 -1.61 -0.50 0.13
C 5.290142 13.894337 20.059132 1.21 1.87 -0.61
C 5.053702 14.904697 19.062364 0.35 -2.26 0.91
C 6.155494 15.511600 18.478368 -0.05 -0.01 0.06
C 7.429123 15.220455 18.983790 0.17 -0.25 -0.88
C 7.608938 14.500310 20.149521 0.15 -0.60 0.38
C 6.543616 13.767385 20.640362 0.13 1.47 0.35
N 8.602129 15.377342 18.219684 -0.33 0.80 -0.85
N 8.375080 15.461271 16.968265 -0.32 -0.69 1.29
C 9.531334 15.597477 16.246027 0.09 1.87 -1.01
C 10.582755 16.321284 16.800726 1.02 -1.72 -0.64
C 11.854147 16.238471 16.186298 -0.52 1.10 0.51
C 12.021618 15.693736 14.892995 -1.21 0.13 1.20
O 13.178680 15.559524 14.385024 0.00 -0.11 -0.65
C 10.776225 15.270685 14.189029 2.91 -0.53 -1.10
N 11.020763 14.851356 12.863960 -3.76 1.14 0.74
C 9.888718 14.448798 12.233004 1.55 -0.51 2.75
C 8.748194 14.016293 12.955548 0.50 1.87 0.68
C 8.509504 14.482286 14.245494 -0.67 0.30 -1.24
C 9.555869 15.229337 14.847868 -0.49 -1.17 1.40
H 4.047671 14.954710 18.693050 -0.24 0.44 -0.28
H 6.099556 16.133486 17.573856 -0.18 -0.33 0.57
H 8.593477 14.380204 20.624460 -0.40 0.18 -0.55
H 6.657135 13.308711 21.605694 -0.01 -0.74 -0.07
H 10.365367 16.710374 17.794224 0.59 0.13 -0.24
H 12.724575 16.685701 16.697045 -0.45 -0.33 -0.50
H 9.868340 14.418869 11.180935 0.39 -0.55 -1.20
H 8.058085 13.453058 12.404662 -1.23 -0.51 -0.54
H 7.465024 14.454838 14.673567 1.59 -0.45 -0.13
C 15.824526 14.717815 8.380972 -1.14 -1.49 -0.45
C 14.249216 14.546859 8.484531 1.31 0.99 1.59
C 13.960071 13.165092 9.036412 -1.35 -1.17 -0.91
C 13.627841 14.795135 7.138813 -1.96 1.83 -0.18
O 13.756190 15.511100 9.522731 -0.03 -1.20 -0.47
Si 13.575866 17.153599 9.444101 0.48 1.81 0.50
S 13.477070 17.870530 11.438366 -0.10 -0.63 -1.18
O 12.303055 17.510494 8.482358 0.40 -0.75 -0.64
C 11.027568 18.186121 8.454051 2.95 0.50 0.47
C 11.406956 19.650967 8.691824 -1.74 -0.02 1.62
C 10.475818 17.928955 7.084811 0.22 -0.16 -0.93
C 10.248915 17.571724 9.536961 -0.20 0.39 2.07
O 14.903589 17.611166 8.567896 -0.06 0.15 -0.24
C 15.767677 18.738921 8.283519 -0.53 -1.20 1.01
C 16.722341 18.834787 9.489550 -0.90 0.10 1.12
C 14.908490 20.014807 8.092688 -0.59 0.63 0.58
C 16.601025 18.333017 7.062745 -1.31 -0.09 -1.02
H 16.092229 14.135660 7.467594 0.19 0.67 0.48
H 16.379831 14.265240 9.210183 -0.46 0.05 0.09
H 16.079606 15.753230 8.336177 0.15 0.53 -0.42
H 13.963977 12.408815 8.223871 0.66 0.41 0.16
H 12.907173 12.976099 9.360235 0.69 0.75 0.27
H 14.665528 12.839317 9.796605 -0.11 0.11 0.18
H 14.113527 14.081014 6.515376 -0.13 -0.52 -0.97
H 13.762444 15.832480 6.720155 0.53 -0.93 0.63
H 12.485769 14.746751 7.113758 1.45 -0.63 0.26
H 12.188521 19.979747 8.064812 0.66 0.17 -0.88
H 11.737673 19.809522 9.752012 -0.30 -0.28 -0.86
H 10.515693 20.257631 8.511306 0.06 0.29 0.08
H 11.322059 17.993382 6.379110 -0.48 0.18 0.11
H 9.668922 18.595357 6.781669 0.07 0.22 0.13
H 10.083733 16.919400 7.007647 0.00 -0.27 0.07
H 10.693383 17.764166 10.568346 -0.14 -0.49 -1.41
H 10.167712 16.506193 9.316144 -0.34 0.04 0.30
H 9.317787 18.094523 9.579615 -1.24 -0.15 -0.02
H 16.259460 19.152229 10.432991 -0.76 0.03 -0.38
H 17.421847 19.636848 9.339693 1.07 -0.12 -0.37
H 17.099785 17.838424 9.811890 0.34 0.69 -0.93
H 14.444058 20.272547 9.085979 0.64 -0.22 -0.72
H 13.995040 19.962175 7.425234 1.53 -0.47 0.25
H 15.537544 20.881504 7.781414 -0.40 -0.58 0.16
H 17.348056 17.571874 7.197691 0.78 0.10 0.95
H 17.007308 19.227130 6.585007 0.15 -0.23 -0.10
H 15.973244 17.755869 6.359210 -0.29 0.87 -0.04
F 15.580419 14.454318 12.181141 1.07 -0.29 0.05
N 12.745622 11.154792 12.108508 0.24 1.97 -0.81
C 12.917840 12.315892 12.076378 -0.33 -1.46 0.10
C 15.632624 9.883984 16.448544 -0.19 -1.20 -1.53
Si 13.978734 10.512859 15.895644 -1.84 -0.72 0.73
C 13.118119 10.185677 17.607190 -0.61 0.19 -0.37
C 13.916716 12.391804 15.587720 2.13 -2.51 -2.21
As 13.034225 9.142041 14.020891 0.07 -0.32 1.46
Si 14.872134 8.155087 12.757179 -0.70 2.17 0.40
C 13.993527 7.342282 11.259251 0.64 -0.04 -0.24
C 15.880515 6.955370 13.690581 2.53 0.42 1.18
C 15.938067 9.787350 12.370372 -1.03 -3.74 -2.67
Si 11.970692 7.385658 15.279786 1.17 -0.67 -1.63
C 12.702597 6.780441 16.940803 0.32 0.41 -0.14
C 11.937980 5.764826 14.202256 1.69 0.27 -0.15
C 10.122782 7.631652 15.238818 -0.63 1.93 1.15
H 15.432187 8.902086 16.996332 0.68 1.45 -0.72
H 16.224968 10.630577 16.948792 0.36 -0.02 0.45
H 16.020276 9.690834 15.428771 0.83 -0.31 0.72
H 13.300133 11.148198 18.155476 -0.90 -0.66 -0.29
H 13.674965 9.446772 18.183443 0.14 -0.07 -0.20
H 12.070534 9.778766 17.570212 0.68 1.06 0.28
H 14.559008 12.734230 16.352821 0.89 0.87 0.78
H 13.001159 12.869001 15.642357 -1.94 0.77 -0.02
H 14.391906 12.519496 14.561412 -0.53 0.28 1.26
H 13.052177 6.919327 11.558350 -0.70 0.14 0.56
H 14.505387 6.434060 10.914884 0.45 0.35 -0.10
H 13.767121 7.977543 10.392061 0.27 0.03 0.32
H 16.115679 5.990663 13.310598 -0.16 -0.92 -0.80
H 15.455294 6.781405 14.666375 -0.18 0.03 0.45
H 16.932449 7.398893 13.876762 -1.60 -0.39 -0.17
H 16.300750 10.463091 13.076430 0.29 0.83 1.42
H 15.134854 10.207885 11.745598 0.74 0.64 -0.14
H 16.797150 9.367615 11.742617 -1.00 0.91 0.52
H 13.348127 5.895374 16.830793 -0.37 0.10 -0.29
H 11.911278 6.535288 17.657391 0.22 0.18 0.13
H 13.388007 7.561860 17.317163 -0.64 -0.32 0.15
H 11.363326 5.837465 13.275443 -0.29 0.08 0.28
H 11.488937 5.059281 14.913584 0.09 -0.30 -0.46
H 12.966502 5.406609 13.856415 -1.18 0.29 0.79
H 9.685356 8.007878 14.312864 0.53 -0.57 -0.46
H 9.671058 8.395026 15.928832 0.56 -0.93 0.06
H 9.799506 6.632338 15.472499 -0.83 -0.33 0.14
```
Forces are in eV/Å.

Highest occupied orbital energy = -4.77 eV
F_max = 4.7 eV/Å
LUMO energy = 1.40 eV
Net charge = -1
Kohn-Sham gap = 6.18 eV

=====

3.
Below is a molecular structure, C53H45ClCrGeN6O2, with properties calculated with ωB97M-V with the def2-TZVPD basis set.

```
109
Properties=species:S:1:pos:R:3:forces:R:3
Cr -0.722944 -0.204816 0.245005 -0.05 0.08 -0.20
C -0.208988 -0.389305 4.619093 -0.03 -0.04 -0.03
O 1.070408 -0.320726 3.945764 -0.06 -0.07 0.06
C 0.811669 -0.245116 2.639496 0.05 -0.07 -0.03
N -0.471088 -0.241535 2.295517 -0.13 0.25 -0.07
C -1.243161 -0.608112 3.490172 0.04 0.01 -0.04
C -2.557988 0.101507 3.732466 0.08 0.05 0.08
C -3.124336 0.999528 2.842213 0.23 0.14 0.06
C -4.346322 1.601586 3.114430 0.03 -0.01 0.01
C -5.018999 1.307724 4.289136 -0.02 0.00 -0.01
C -4.464209 0.404964 5.186767 0.00 -0.01 0.00
C -3.248376 -0.196822 4.906126 0.01 -0.01 0.02
C 1.830674 -0.285265 1.663433 -0.10 -0.09 0.02
C 3.232024 -0.424791 1.809644 0.01 0.01 0.01
C 4.004167 -0.615459 0.695930 -0.04 0.00 -0.05
C 3.414050 -0.665127 -0.608831 0.05 -0.08 0.03
C 2.061293 -0.496844 -0.675362 -0.08 -0.11 0.00
N 1.291978 -0.305073 0.400007 0.34 0.07 0.11
C 1.217920 -0.439451 -1.878741 -0.01 -0.06 -0.06
N -0.061897 -0.306558 -1.773408 0.23 -0.14 0.12
C -0.595426 -0.134942 -3.134048 -0.02 0.12 0.02
C 0.619561 -0.500009 -4.009416 0.02 -0.03 0.03
O 1.744871 -0.466060 -3.087669 0.00 -0.06 0.01
C -1.810712 -0.968758 -3.439241 0.01 -0.01 0.00
C -2.738642 -0.514491 -4.369807 -0.03 0.02 0.06
C -3.840712 -1.292219 -4.693481 -0.01 -0.01 0.00
C -4.023587 -2.525049 -4.082533 -0.01 0.01 -0.01
C -3.096715 -2.981605 -3.156256 0.01 0.00 0.01
C -1.989518 -2.208797 -2.839469 0.04 -0.03 -0.04
H -0.375391 0.543456 5.157729 0.04 0.05 -0.04
H -0.155408 -1.218231 5.320425 -0.04 0.04 0.04
H -1.488369 -1.675424 3.425972 0.10 -0.06 -0.06
H -2.605153 1.237715 1.924212 0.07 0.07 0.16
H -4.767907 2.299640 2.402151 -0.01 0.03 -0.01
H -5.972150 1.772175 4.503886 0.00 0.00 0.00
H -4.983595 0.164003 6.104895 0.00 0.00 0.00
H -2.836115 -0.914173 5.607777 0.00 0.00 0.01
H 3.668875 -0.398303 2.798851 0.01 0.00 -0.01
H 5.073941 -0.736032 0.798891 0.00 0.00 0.00
H 4.002186 -0.798970 -1.504058 0.03 -0.04 -0.04
H -0.843941 0.925764 -3.251901 -0.01 -0.01 -0.04
H 0.818614 0.200742 -4.814387 0.02 0.02 0.01
H 0.546492 -1.515116 -4.400254 -0.01 0.01 -0.01
H -2.605339 0.455570 -4.836674 0.01 0.00 0.00
H -4.559389 -0.934113 -5.418606 0.00 0.00 0.00
H -4.887387 -3.127983 -4.328683 0.00 0.00 0.00
H -3.236905 -3.942309 -2.677241 0.00 0.00 -0.01
H -1.259709 -2.566182 -2.123053 -0.01 -0.01 0.03
Cl -2.878153 -1.376236 0.510628 -0.49 -0.26 -0.10
C -2.683133 0.242780 -0.277403 0.09 -0.03 0.06
H -3.338321 0.946276 0.223393 -0.01 -0.08 -0.08
H -2.960745 0.113985 -1.320679 0.01 0.02 -0.02
C -4.308965 4.758179 -0.426618 0.01 -0.02 0.00
C -3.852485 3.834852 -1.360901 -0.01 0.02 0.00
C -2.647235 3.185991 -1.156342 0.03 -0.01 -0.01
C -1.871623 3.457638 -0.025956 -0.05 -0.18 0.10
C -2.339803 4.384766 0.903641 0.04 0.04 0.04
C -3.551882 5.033964 0.700823 0.01 0.02 0.01
Ge -0.172519 2.563603 0.270128 -0.04 0.59 -0.07
C 1.002292 2.756663 -1.264571 -0.04 -0.08 -0.03
C 0.534759 3.378953 -2.425189 -0.01 -0.04 -0.01
C 1.381907 3.581139 -3.506275 0.00 -0.01 -0.02
C 2.704026 3.164585 -3.443138 0.00 -0.01 0.01
C 3.182755 2.554127 -2.291723 -0.01 0.02 0.00
C 2.337337 2.351097 -1.212426 0.03 0.12 0.04
C 0.723498 3.140032 1.900123 0.10 -0.18 -0.06
C 2.009907 3.676496 1.792833 0.00 0.03 -0.07
C 2.672703 4.162362 2.911015 0.02 0.00 -0.01
C 2.065107 4.118465 4.155274 0.00 0.01 0.02
C 0.784631 3.597365 4.275725 -0.03 -0.01 0.01
C 0.123054 3.109692 3.159622 0.17 0.02 0.00
H -5.255510 5.259519 -0.579826 0.00 0.01 -0.01
H -4.441445 3.618034 -2.242664 0.00 0.00 0.00
H -2.312059 2.451591 -1.880926 -0.02 -0.02 0.01
H -1.752412 4.622219 1.782703 -0.02 -0.03 0.01
H -3.900045 5.758918 1.425335 0.00 -0.01 0.00
H -0.485889 3.733789 -2.484971 0.00 0.01 0.01
H 1.009027 4.073714 -4.395019 0.00 0.01 0.00
H 3.363378 3.324182 -4.286218 0.00 0.00 0.00
H 4.215838 2.236373 -2.233041 0.00 -0.01 0.00
H 2.728612 1.878636 -0.319689 -0.01 0.09 -0.04
H 2.498795 3.746824 0.830174 -0.02 0.01 0.05
H 3.665024 4.580633 2.804402 0.00 0.00 0.00
H 2.583023 4.497502 5.026557 -0.01 0.00 0.00
H 0.293913 3.573534 5.241020 0.01 0.00 -0.01
H -0.864889 2.711720 3.285739 -0.42 -0.22 -0.02
C -0.691696 -5.413691 0.157916 0.00 0.02 0.01
C -0.948688 -4.055062 0.147643 -0.02 0.01 0.08
N -0.001086 -3.121089 0.284893 0.02 -0.07 -0.15
C 1.253826 -3.549474 0.412559 -0.04 -0.01 0.14
C 1.621139 -4.894409 0.444545 0.00 0.02 -0.03
C 0.612811 -5.840287 0.331515 0.03 -0.03 -0.05
C 3.015181 -5.306031 0.703451 -0.02 0.06 0.11
C 4.131252 -4.949471 0.069821 0.02 -0.06 -0.06
C 4.261636 -4.217168 -1.200432 -0.05 0.03 0.04
C 5.507409 -3.749502 -1.608101 -0.01 0.02 0.00
C 5.584112 -3.144599 -2.849354 -0.02 0.02 0.00
N 4.524287 -3.013394 -3.644167 0.00 0.03 0.02
C 3.384105 -3.496871 -3.161054 -0.01 0.06 0.01
N 3.188204 -4.077829 -1.986718 0.02 -0.01 -0.02
H -1.503599 -6.119104 0.047750 0.00 0.00 0.01
H -1.965488 -3.699403 0.049792 -0.01 0.01 -0.07
H 2.019852 -2.793073 0.536209 0.01 0.01 -0.02
H 0.850772 -6.896506 0.363835 0.00 0.00 0.01
H 3.130969 -5.972904 1.553111 0.02 0.05 0.03
H 5.070972 -5.301753 0.480701 0.00 -0.01 -0.01
H 6.382426 -3.867550 -0.983666 0.00 -0.01 -0.01
H 6.524665 -2.758680 -3.226693 0.00 0.00 0.00
H 2.516086 -3.416722 -3.806001 -0.03 0.03 -0.01
```
Forces are in eV/Å.

Highest occupied orbital energy (alpha / beta) = -8.09 / -11.07 eV
F_max = 0.6 eV/Å
Relative energy (zero: lowest compared OMol25 entry of this formula, charge and spin) = 0.0 kJ/mol
LUMO energy (alpha / beta) = -2.98 / -4.62 eV
Spin multiplicity = 6
Net charge = +1
Kohn-Sham gap (alpha / beta) = 5.11 / 6.45 eV
⟨S²⟩ = 8.821

=====

Question: Among the records above, which one has the highest F_max?
Answer: C37H63AsBrFLaN4O4SSi4